Entry 1:
Computed, not measured: a 9-piece molecular cluster, C5H30N2O9 overall at a distorted geometry, with wB97M-V/def2-TZVPD.

Output
ΔE to the lowest compared entry with this formula, charge and spin   478.4 kJ/mol
Net charge   0
Total energy   -995.02511 a.u.

Last column: natural (NBO) charge in e.
Positions of all 46 atoms, in Å:
H 1.0064 -1.7375 0.9194  0.50
O 4.0759 -0.5457 2.1549  -0.97
O -1.7503 -2.2103 -0.5099  -0.96
H -2.6874 -2.2032 -0.4788  0.48
H -1.5576 1.6530 2.4158  0.21
H 1.0473 -2.8893 -2.7991  0.46
O 1.4865 -0.9722 1.4486  -0.78
H 3.7918 -2.4313 -0.6574  0.47
H -1.1076 0.7948 -1.1802  0.17
H 2.1898 3.8734 2.4830  0.21
H 2.3167 -0.7329 -2.0787  0.48
H -2.1509 2.5472 -3.3513  0.47
O -1.8185 2.4438 -4.3379  -0.94
H -0.7877 -0.3070 -3.6887  0.47
H -0.5823 -0.7425 1.8675  0.17
H -4.1279 -1.6691 2.9728  0.47
H -1.4119 -2.7534 -1.1887  0.49
H 0.7418 -0.2025 3.0127  0.20
H -1.2800 2.7172 1.2209  0.21
H -0.2836 -2.7061 -3.4163  0.48
C 0.2744 1.2649 1.3725  -0.12
H 4.0001 -0.4767 3.1236  0.47
O 3.9571 -3.2945 -1.0528  -0.92
N 1.1080 2.1602 2.3478  -0.64
O 1.8313 -1.1587 -1.4220  -0.98
H 1.7768 -0.5902 -0.6773  0.50
H 0.8473 2.0498 3.3071  0.37
O -0.9165 -0.7446 -2.9198  -0.95
H -2.2681 1.5344 -4.5746  0.47
H -2.8575 0.2562 -1.2915  0.20
C 0.4776 -0.1023 1.9489  -0.06
H -0.1702 -0.7605 -2.3877  0.48
C 1.4785 3.4596 1.8432  -0.40
H -2.4144 1.8190 -0.9965  0.18
H 0.7470 1.4147 0.4342  0.20
C -1.1879 1.5789 1.4440  -0.25
O -3.4546 -1.1311 2.6445  -0.96
C -2.1123 0.8653 -0.7093  -0.42
H -3.7586 -0.6258 1.8372  0.49
H -1.6658 -0.2719 0.8280  0.37
O 0.3453 -3.4183 -3.2815  -0.95
H 0.6133 4.1926 1.5850  0.16
H 3.1349 -3.3097 -1.5830  0.46
N -2.1483 0.6457 0.7580  -0.65
H 3.2001 -0.5840 1.7907  0.49
H 2.0524 3.3002 0.8227  0.18

***

Entry 2:
Computed, not measured: C10H14N4O2 in the gas phase at a distorted geometry, with wB97M-V/def2-TZVPD.

Output
ΔE to the lowest compared entry with this formula, charge and spin   442.5 kJ/mol
Net charge   0
Total energy   -758.77904 a.u.

Last column: natural (NBO) charge in e.
Positions of all 30 atoms, in Å:
O -2.7116 -2.9153 0.6372  -0.53
C -0.2278 1.7678 -0.5721  0.33
N 0.5141 2.2410 0.4341  -0.18
H -0.9268 -1.6111 -1.5745  0.24
C -2.8001 0.1120 -0.0041  -0.07
C 2.1134 0.8385 -0.3133  0.33
C -1.6367 2.2600 -0.6707  -0.44
H -1.8802 1.4856 1.3094  0.24
C -1.9590 -2.0620 0.2729  0.81
C 3.4794 0.2505 -0.1102  -0.51
C 2.5602 -1.5700 1.3449  -0.45
H -2.5219 -0.0423 -1.0535  0.17
O -2.0339 -0.7912 0.8042  -0.56
H 4.1463 -0.2673 1.9785  0.21
H -0.9692 -3.3094 -1.0983  0.24
H 2.6337 -2.4564 0.7165  0.20
H 3.6770 -0.4534 -0.9263  0.25
N 1.3994 0.4010 -1.3405  -0.19
H -1.6567 3.3389 -0.5183  0.24
H 1.7451 -1.5166 2.0624  0.21
N 1.7194 1.7642 0.5659  -0.17
H -2.0284 2.0538 -1.6655  0.23
N 0.1834 0.8846 -1.4749  -0.20
H -3.8652 -0.1217 0.0616  0.19
C -0.8618 -2.2942 -0.7271  -0.74
C -2.4854 1.5515 0.4046  -0.42
H 0.1137 -2.1541 -0.2604  0.24
H 4.2270 1.0402 -0.0734  0.24
H -3.3946 2.1149 0.6006  0.22
C 3.4475 -0.5395 1.1902  -0.12